This record from the OMol25 dataset describes a cluster of 9 separate species, C54H135N9O18 in total in a non-equilibrium geometry. The level of theory is ωB97M-V with the def2-TZVPD basis set.

Results
- SMILES = COCCNCCOC.COCCNCCOC.COCCNCCOC.COCCNCCOC.COCCNCCOC.COCCNCCOC.COCCNCCOC.COCCNCCOC.COCCNCCOC
- relative energy (zero: lowest compared OMol25 entry of this formula, charge and spin) (kcal per mole) = 67.2
- orbital gap (eV) = 9.10
- multiplicity = 1
- net charge = 0
- calculated total energy (Ha) = -3985.08451

```
216
Properties=species:S:1:pos:R:3:mulliken_charge:R:1
C -2.85246 -6.85094 -0.00651 -0.198
O -3.59636 -5.65228 -0.11731 -0.449
C -3.06610 -4.57025 0.60832 0.031
C -3.46477 -4.72046 2.08351 -0.623
N -2.75810 -3.87622 3.06313 -0.423
C -3.04413 -2.43459 2.88432 0.855
C -2.25409 -1.72896 3.94867 -0.758
O -2.42130 -0.31880 3.80417 0.065
C -1.91803 0.33721 4.95911 -0.361
H -2.64688 -7.24037 0.99700 0.283
H -1.87163 -6.65409 -0.44812 -0.200
H -3.39770 -7.64777 -0.50369 0.341
H -3.41233 -3.60557 0.23529 0.000
H -1.97395 -4.51390 0.51502 0.216
H -3.20621 -5.72909 2.41782 0.384
H -4.55691 -4.66423 2.17779 0.290
H -3.22105 -4.15739 3.92345 0.268
H -4.11803 -2.25399 3.01773 0.645
H -2.75010 -2.19339 1.86623 -0.815
H -1.20041 -2.02481 3.84247 -0.121
H -2.45265 -2.09339 4.96332 0.586
H -0.82994 0.21220 5.00429 0.190
H -2.34950 -0.03814 5.89038 0.406
H -2.13393 1.39998 4.85741 -0.261
C 3.61842 -1.51199 6.85991 -0.192
O 2.21426 -1.71918 6.95838 -0.513
C 1.56365 -2.20161 5.77960 0.432
C 2.08491 -3.56143 5.34267 -0.947
N 3.30022 -3.43149 4.54836 0.217
C 3.94378 -4.66689 4.12407 -0.679
C 4.71448 -4.37443 2.83780 -1.005
O 3.87248 -3.86059 1.80347 0.319
C 3.25870 -4.90117 1.07912 -0.833
H 4.15459 -2.46402 6.83260 0.181
H 3.97354 -0.94169 7.71274 0.295
H 3.79041 -1.04352 5.88822 -0.160
H 1.67024 -1.44105 4.99915 -0.255
H 0.51322 -2.25489 6.06161 0.215
H 1.31205 -4.11019 4.78248 0.556
H 2.26488 -4.13111 6.25981 0.449
H 3.06434 -2.75840 3.83223 -0.211
H 3.17822 -5.44823 4.04501 0.298
H 4.64018 -4.92205 4.92643 0.364
H 5.24048 -5.24682 2.44716 0.515
H 5.41019 -3.57719 3.09871 0.330
H 3.01664 -5.74040 1.73932 0.386
H 3.92790 -5.28906 0.30160 0.327
H 2.32452 -4.60583 0.60372 0.049
C -8.40615 1.83625 0.54649 -0.894
O -7.64227 1.77419 -0.62261 -0.319
C -7.26499 3.04862 -1.11776 -0.317
C -6.22166 2.81478 -2.18939 0.570
N -5.73459 3.99106 -2.88933 -0.472
C -4.86602 3.56248 -3.99489 1.538
C -4.18979 4.76170 -4.63892 -0.918
O -5.21585 5.53659 -5.25807 -0.339
C -4.69935 6.78309 -5.70800 -0.779
H -8.60792 0.82607 0.89954 0.288
H -9.36760 2.34777 0.42098 0.406
H -7.85767 2.34560 1.34914 0.473
H -6.86618 3.64316 -0.29018 0.413
H -8.17647 3.49866 -1.53052 0.480
H -6.48030 1.95822 -2.82851 0.207
H -5.33392 2.41370 -1.68003 -1.147
H -6.48127 4.51604 -3.33574 0.359
H -5.43522 3.00481 -4.74907 0.244
H -4.16327 2.83325 -3.59027 -1.359
H -3.45653 4.53000 -5.41798 0.457
H -3.69252 5.37774 -3.88143 0.369
H -3.84375 6.61856 -6.36918 0.307
H -4.37061 7.41611 -4.88140 0.306
H -5.50478 7.24899 -6.26869 0.250
C -4.64693 7.24716 5.97959 -0.777
O -4.86601 5.93410 5.53934 -0.358
C -3.80889 5.33267 4.85433 -0.878
C -4.02509 3.84751 4.57441 0.099
N -4.74092 3.67957 3.29365 -0.250
C -4.86800 2.25002 2.99212 0.297
C -5.87491 1.96645 1.88795 -0.217
O -5.96899 0.57226 1.67547 -0.427
C -5.11918 0.04794 0.69722 0.786
H -5.47842 7.52161 6.62587 0.267
H -4.50041 7.93638 5.14550 0.300
H -3.78367 7.33107 6.65289 0.312
H -2.84264 5.55422 5.33178 0.497
H -3.64383 5.80799 3.87361 0.201
H -4.50047 3.33723 5.41839 0.480
H -3.01703 3.44620 4.44571 -0.174
H -5.66289 4.03926 3.54157 0.284
H -5.19376 1.71895 3.89504 0.495
H -3.88524 1.89120 2.67803 -0.644
H -5.59302 2.47737 0.96199 -0.141
H -6.86368 2.28246 2.22720 0.208
H -5.09373 0.68407 -0.20002 -0.713
H -5.54273 -0.84742 0.23490 0.463
H -4.09739 -0.13731 1.02986 -0.185
C -4.04591 0.05868 -4.33716 0.174
O -3.25874 0.95334 -5.11134 -0.198
C -2.25047 0.23448 -5.82200 -1.208
C -1.21750 -0.34744 -4.88622 1.504
N 0.10757 -0.64585 -5.42578 -0.207
C 0.14617 -1.73371 -6.40064 -0.374
C 1.55077 -1.83821 -6.95540 -0.562
O 1.45269 -2.67304 -8.09647 -0.329
C 2.64768 -2.92544 -8.78207 -0.751
H -3.53998 -0.38604 -3.47779 -0.142
H -4.47636 -0.65457 -5.04686 0.488
H -4.87628 0.63650 -3.92663 -0.293
H -1.79488 0.93592 -6.52102 0.319
H -2.75647 -0.55114 -6.39649 0.440
H -1.54235 -1.25685 -4.35403 -0.033
H -1.07957 0.41000 -4.10497 -1.024
H 0.49577 -0.96482 -4.52992 0.218
H -0.55149 -1.43959 -7.18534 0.548
H -0.11962 -2.70739 -5.96851 0.082
H 2.22142 -2.28761 -6.20857 0.224
H 2.01585 -0.88611 -7.23096 0.441
H 2.41038 -3.48029 -9.69078 0.262
H 3.35322 -3.52428 -8.19957 0.277
H 3.10022 -1.99647 -9.14851 0.304
C 0.98702 -6.05397 -2.11772 -0.497
O 0.34514 -5.19156 -3.01502 -0.473
C 0.12298 -3.87736 -2.59664 -0.100
C 1.35328 -2.98739 -2.87715 -0.813
N 1.04498 -1.56666 -2.73919 0.540
C 2.24153 -0.72686 -2.93670 -0.820
C 1.96290 0.76030 -2.85469 -0.518
O 1.67620 1.10240 -1.51662 -0.227
C 1.20353 2.39575 -1.25027 -1.032
H 1.16755 -6.98417 -2.66046 0.349
H 0.33979 -6.31912 -1.27530 0.037
H 1.97747 -5.69443 -1.82629 0.236
H 0.00560 -3.81690 -1.50558 0.024
H -0.75643 -3.45492 -3.08182 0.240
H 1.74906 -3.17955 -3.87664 0.378
H 2.11811 -3.17785 -2.10760 0.330
H 0.67877 -1.37563 -1.80485 -0.178
H 2.63755 -0.97644 -3.92179 0.518
H 2.94686 -1.00390 -2.14176 0.322
H 1.10473 1.06168 -3.46123 0.364
H 2.90990 1.20123 -3.18924 0.307
H 0.50155 2.71710 -2.03018 0.169
H 2.04259 3.09800 -1.20148 0.422
H 0.60029 2.48003 -0.34896 0.247
C -2.21877 2.41824 -2.02299 -0.415
O -1.82797 1.60397 -0.94029 2.028
C -2.09754 0.22263 -1.06588 -0.353
C -1.50831 -0.52466 0.09468 0.626
N -0.06112 -0.58385 -0.00728 1.077
C 0.45512 -0.87649 1.34759 0.178
C 1.96077 -0.92193 1.39819 -0.391
O 2.41853 -0.76920 2.73624 1.026
C 3.80222 -0.48972 2.76672 -0.785
H -3.30313 2.34729 -2.15183 -1.129
H -1.70615 2.07626 -2.92837 0.286
H -1.94021 3.44702 -1.81168 0.395
H -1.77351 -0.20570 -2.02203 -0.982
H -3.18829 0.11197 -1.04971 0.345
H -1.91515 -1.54078 0.05054 -0.162
H -1.90267 -0.07588 1.01626 -0.722
H 0.40541 0.27810 -0.31736 -0.454
H -0.00262 -1.78212 1.75751 0.330
H 0.09549 -0.07299 1.99864 -1.016
H 2.34231 -0.04256 0.85906 0.269
H 2.40783 -1.78995 0.90068 -0.476
H 4.03655 -0.56360 3.82913 0.007
H 4.08086 0.44171 2.26754 0.326
H 4.43973 -1.27008 2.32944 -0.095
C 10.71143 0.73807 -3.93186 -0.786
O 10.64811 -0.61707 -3.54271 -0.300
C 9.96624 -1.38670 -4.55039 -0.360
C 9.86753 -2.81428 -4.02641 -0.973
N 8.76113 -3.11141 -3.11227 -0.325
C 8.94833 -2.51283 -1.78535 -0.485
C 7.94630 -3.02645 -0.77559 -0.665
O 6.70406 -2.40041 -0.96189 -0.316
C 5.81176 -2.45626 0.12589 -0.601
H 9.73016 1.21543 -3.89651 0.310
H 11.19485 0.92822 -4.89726 0.313
H 11.38220 1.27326 -3.25592 0.262
H 10.69454 -1.37846 -5.37023 0.441
H 8.99655 -0.96026 -4.82135 0.334
H 10.79767 -3.10325 -3.53513 0.396
H 9.72033 -3.46949 -4.89183 0.361
H 7.96193 -2.66166 -3.55218 0.213
H 8.96593 -1.41899 -1.82957 0.248
H 9.95949 -2.74467 -1.43971 0.462
H 8.30595 -2.87445 0.24880 0.388
H 7.87338 -4.10720 -0.95204 0.262
H 6.31636 -2.02789 1.00153 0.358
H 5.66043 -3.50808 0.38342 0.276
H 4.83170 -2.02474 -0.04836 0.125
C -2.44476 4.61339 0.69133 -0.304
O -1.20633 4.06555 1.11074 -0.510
C -1.34156 2.94098 1.97389 1.184
C -0.00914 2.51933 2.57984 -0.152
N 0.44284 3.56268 3.48703 -0.451
C 1.80007 3.29901 3.92108 -0.304
C 2.39383 4.33681 4.83205 -0.801
O 2.30229 5.62728 4.27722 -0.288
C 2.76780 6.62940 5.16124 -0.755
H -2.22506 5.22924 -0.18060 0.334
H -2.88796 5.22107 1.48241 0.033
H -3.15085 3.84234 0.36807 -0.058
H -1.73198 2.11367 1.37621 -0.618
H -2.03180 3.17294 2.78841 -0.032
H 0.70777 2.33622 1.77167 0.529
H -0.23558 1.64952 3.19966 -0.611
H 0.44473 4.44763 2.98788 0.382
H 2.51236 3.19815 3.08569 0.241
H 1.87830 2.35124 4.46366 0.137
H 3.46783 4.11599 4.95135 0.419
H 2.00448 4.31521 5.85848 0.403
H 2.28285 6.62898 6.14112 0.301
H 2.65285 7.64008 4.77574 0.243
H 3.83901 6.40948 5.24355 0.307
```